Below is a structure of composition C4H9ClO in a non-equilibrium geometry, with properties calculated with ωB97M-V/def2-TZVPD.

```
15
Properties=species:S:1:pos:R:3:forces:R:3:nbo_charge:R:1
C 1.4614 -0.4588 0.7109 -1.989 -3.072 -0.017 -0.090
C -0.0402 -1.0396 0.5181 -0.602 3.557 -0.963 -0.440
C -1.1690 0.0884 0.1706 -0.322 -2.291 0.784 -0.424
C -0.6281 1.2051 -0.6392 -3.653 3.796 1.563 -0.414
H 1.1700 -0.0267 -1.2963 3.146 2.390 3.834 0.474
H 1.9007 -1.5649 0.7413 0.533 2.490 -0.682 0.169
H 1.5776 -0.1649 1.7912 0.219 0.911 -1.435 0.192
H -0.0807 -1.4027 -0.4845 0.673 -1.737 -0.495 0.194
H -0.2998 -1.7440 1.3030 -0.135 -0.072 -0.211 0.221
H -1.5831 0.5466 1.0554 -0.110 -0.002 0.565 0.208
H -2.1022 -0.3009 -0.4636 2.066 0.207 1.638 0.211
H 0.2096 1.8204 -0.1439 -1.127 -1.308 -1.703 0.278
H -1.6266 1.8888 -0.5405 2.520 -0.828 -0.948 0.213
O 1.8034 0.4756 -0.3822 -2.108 -4.488 -1.637 -0.748
Cl -0.5931 0.6778 -2.3404 0.889 0.447 -0.292 -0.043
```
Forces are in eV/Å.

Output
HOMO level: -0.3512 Ha
frontier orbital gap: 0.3823 Ha
ΔE to the lowest compared entry with this formula, charge and spin: 81.79 kcal per mole
total energy: -18860.438 eV
spin multiplicity: 1
molar mass: 108.6 u

Below is a cluster of 2 separate species, C4H9ClSi in total in a non-equilibrium geometry, with properties calculated with ωB97M-V/def2-TZVPD.

```
15
Properties=species:S:1:pos:R:3:forces:R:3:nbo_charge:R:1
C -1.2421 -2.1524 0.2093 0.956 -2.983 1.176 -0.342
C -0.3129 -1.3905 0.1930 0.225 3.007 -1.335 -0.316
C 0.0886 1.5498 0.9605 1.915 -4.059 0.332 -1.080
C 1.9578 0.0471 -0.8616 -0.914 1.056 -1.932 -1.091
Si 0.1380 0.3622 -0.4830 0.653 -1.662 -0.018 1.318
Cl -3.2879 -0.2366 -0.2441 -2.571 2.132 -0.888 -0.290
H -2.4437 -1.0316 0.1772 1.279 -1.089 0.745 0.247
H -1.6068 -3.1005 0.5121 -0.864 -0.292 -0.255 0.252
H -0.0391 1.1515 1.9532 -0.527 -0.859 0.196 0.256
H 1.0720 1.8807 1.0502 1.646 1.440 -0.251 0.238
H -0.6093 2.2271 0.8394 -3.152 3.900 -0.669 0.236
H 2.4136 0.9679 -0.6048 0.997 0.783 0.532 0.225
H 2.1567 -0.7192 -0.1997 0.927 -1.373 1.751 0.236
H 2.4128 -0.2610 -1.8115 -0.764 0.119 -0.059 0.251
H -0.6976 0.7055 -1.6904 0.194 -0.122 0.675 -0.141
```
Forces are in eV/Å.

Output
HOMO level: -0.3873 Ha
frontier orbital gap: 0.3990 Ha
ΔE to the lowest compared entry with this formula, charge and spin: 100.35 kcal per mole
total energy: -24691.106 eV
spin multiplicity: 1
molar mass: 120.7 u

Below is the ion C4H9FN with charge +1 in a non-equilibrium geometry, with properties calculated with ωB97M-V/def2-TZVPD.

```
15
Properties=species:S:1:pos:R:3:forces:R:3:nbo_charge:R:1
C -1.2204 -0.1994 -0.6679 -0.498 -0.233 0.654 -0.216
C -2.5260 0.9585 -0.6105 2.157 -4.471 2.800 -0.561
C 0.0854 -0.5270 -0.3419 -2.109 3.299 -0.442 0.289
C 1.2747 0.3096 0.2081 -1.849 0.505 -0.152 -0.306
N 2.2183 -0.6245 0.9950 -2.256 -1.947 -0.510 -0.699
F 0.5980 -1.6602 -0.7988 0.368 -1.676 -0.415 -0.336
H -1.7266 -1.0722 -1.1337 0.806 0.434 0.158 0.229
H -2.1824 1.8944 -0.7532 1.030 3.014 -1.460 0.217
H -3.2232 0.4863 -1.2685 -0.324 0.425 -0.545 0.237
H -2.9555 1.0320 0.4168 0.331 -0.696 -0.621 0.235
H 0.8784 0.9886 0.9197 -0.503 0.417 1.120 0.238
H 1.6344 1.0815 -0.5299 0.965 -1.738 0.326 0.278
H 1.5916 -1.1697 1.7554 1.732 1.393 -2.220 0.472
H 2.9507 -0.1574 1.5034 0.534 0.366 0.036 0.451
H 2.6026 -1.3405 0.3059 -0.385 0.907 1.271 0.470
```
Forces are in eV/Å.

Output
HOMO level: -0.4953 Ha
frontier orbital gap: 0.3476 Ha
ΔE to the lowest compared entry with this formula, charge and spin: 63.59 kcal per mole
total energy: -8492.000 eV
spin multiplicity: 1
net charge: +1
molar mass: 90.1 u

Below is a cluster of 2 separate species, C4H9FN2 in total, with properties calculated with ωB97M-V/def2-TZVPD.

```
16
Properties=species:S:1:pos:R:3:forces:R:3:nbo_charge:R:1
C -1.7345 0.1645 0.2091 -0.056 -0.070 -0.049 -0.647
C 1.1059 1.4344 -2.1112 0.062 -0.105 0.003 -0.513
C -0.6545 -0.7277 0.7049 0.165 -0.189 -0.097 0.025
C 1.9889 0.9546 -1.2630 -0.096 0.258 0.103 0.248
N 0.8413 -1.3459 2.3035 0.606 -0.486 -0.032 -0.640
N -0.1918 -0.5882 1.8724 -0.476 0.492 0.137 -0.240
F 2.5234 -0.2659 -1.4011 0.058 -0.249 -0.077 -0.338
H -2.6289 -0.4207 -0.0057 -0.118 0.044 -0.060 0.213
H -1.9627 0.9109 0.9623 -0.069 0.094 0.047 0.228
H -1.4282 0.6578 -0.7132 -0.021 0.054 -0.053 0.216
H 1.0397 -2.1969 1.7736 -0.168 0.161 0.221 0.337
H 0.7714 0.8672 -2.9609 -0.027 -0.178 -0.169 0.213
H 0.6986 2.4168 -1.9667 -0.022 0.222 0.119 0.217
H -0.2923 -1.5081 0.0246 0.146 -0.011 0.068 0.141
H 2.3708 1.4619 -0.3887 -0.004 0.024 0.048 0.173
H 0.8100 -1.4718 3.3048 0.018 -0.061 -0.209 0.368
```
Forces are in eV/Å.

Output
HOMO level: -0.3174 Ha
frontier orbital gap: 0.3623 Ha
ΔE to the lowest compared entry with this formula, charge and spin: 50.99 kcal per mole
total energy: -9989.553 eV
spin multiplicity: 1
molar mass: 104.1 u

Below is an isolated molecule of C4H9FN2 in a non-equilibrium geometry, with properties calculated with ωB97M-V/def2-TZVPD.

```
16
Properties=species:S:1:pos:R:3:forces:R:3:nbo_charge:R:1
C 0.7008 -1.1962 1.1627 0.854 -0.985 0.213 -0.607
C 0.6111 -0.8245 -0.3214 0.440 -0.128 -0.545 -0.336
C 1.4865 0.4144 -0.6776 0.362 -1.268 0.706 0.065
C -0.8095 -0.8034 -0.8342 -1.687 0.826 0.031 0.012
H 0.2211 -2.1933 1.3643 0.329 1.066 -0.206 0.223
H 1.7694 -1.2775 1.4746 -0.626 -0.056 -0.317 0.208
H 0.2818 -0.4428 1.8077 -0.420 0.142 0.163 0.223
H 1.0393 -1.6467 -0.9063 0.334 0.061 0.158 0.221
H 1.3962 0.7163 -1.7261 -0.145 0.070 0.243 0.178
H 2.5679 0.1694 -0.4527 -1.113 0.347 -0.196 0.168
H -1.1010 -1.4890 -1.6663 0.490 0.549 0.704 0.192
H -0.8376 1.2188 0.7442 0.722 0.165 0.034 0.355
H -2.4189 1.5049 0.3997 0.519 -0.608 0.675 0.362
N -1.8180 -0.1064 -0.4261 0.972 -0.769 -0.291 -0.231
N -1.7294 0.7753 0.6496 -1.233 0.344 -1.102 -0.649
F 1.1089 1.4684 0.1577 0.202 0.243 -0.270 -0.384
```
Forces are in eV/Å.

Output
HOMO level: -0.3316 Ha
frontier orbital gap: 0.3666 Ha
ΔE to the lowest compared entry with this formula, charge and spin: 35.81 kcal per mole
total energy: -9990.211 eV
spin multiplicity: 1
molar mass: 104.1 u

Below is a structure of composition C4H9FeNOP2S2 in a non-equilibrium geometry, with properties calculated with ωB97M-V/def2-TZVPD.

```
20
Properties=species:S:1:pos:R:3:forces:R:3:mulliken_spin:R:1
C 3.1462 -0.6008 0.6819 -0.074 -0.709 0.249 0.087
C 2.8713 0.0316 -0.8379 0.863 0.720 0.745 -0.029
S 1.4066 -0.7694 -1.6921 -0.008 1.692 1.492 0.895
C -0.1358 0.2241 -1.1579 -0.982 0.541 -1.185 -0.032
P -0.7135 -0.2878 0.6303 1.983 -0.071 0.907 0.024
N -0.7653 1.1559 1.7088 -5.035 3.741 -5.661 0.003
C -1.6235 2.0252 1.0234 0.691 0.430 4.289 -0.004
S -2.7179 3.3441 0.7980 3.657 -4.867 0.192 0.020
P -2.7360 -1.1786 0.4291 -0.351 -0.921 -4.210 0.013
O -3.2344 -1.0979 -1.0909 0.427 0.550 2.886 0.032
H 2.9574 0.1774 1.5402 0.297 -1.367 -1.975 0.005
H 4.2776 -0.9251 0.6863 -2.435 0.521 0.089 0.003
H 2.4343 -1.5210 0.8705 1.694 1.731 -0.296 -0.011
H 3.8190 -0.1996 -1.5030 -2.199 0.522 1.105 0.008
H 2.6970 1.1777 -0.6772 0.220 -2.151 -0.808 0.008
H 0.0837 1.3747 -1.2348 -0.313 -2.231 0.132 0.015
H -0.9741 -0.0980 -1.9289 1.727 0.674 1.383 0.005
H -3.7119 -0.5577 1.2917 0.177 -0.235 0.673 -0.017
H -2.5689 -2.6079 0.6991 -0.212 1.296 0.511 0.010
Fe -4.5119 0.3331 -0.2369 -0.128 0.136 -0.519 2.965
```
Forces are in eV/Å.

Output
HOMO level (alpha / beta): -0.6085 / -0.5808 Ha
frontier orbital gap (alpha / beta): 0.2999 / 0.1760 Ha
total energy: -82442.299 eV
spin multiplicity: 5
net charge: +2
molar mass: 269.0 u

Below is the ion C4H9IN with charge +1 in a non-equilibrium geometry, with properties calculated with ωB97M-V/def2-TZVPD.

```
15
Properties=species:S:1:pos:R:3:forces:R:3:nbo_charge:R:1
C 0.8298 -0.8218 0.1309 -3.473 0.648 2.140 -0.069
C -1.0034 -0.0411 0.6697 -0.399 -3.234 -0.295 -0.163
C 0.3130 0.0297 1.2665 1.250 1.452 1.123 -0.408
C 1.3303 -0.3620 -1.1442 0.250 -2.427 -1.568 -0.678
N -1.3800 1.0451 -0.3145 -0.897 -2.881 -1.309 -0.770
I 0.5945 -0.8859 3.2653 -0.287 0.609 -1.080 0.174
H 0.6152 -1.8716 0.2801 0.232 -0.074 0.027 0.238
H -1.6984 -0.9430 0.8746 0.910 2.114 -0.675 0.278
H 0.5506 1.1380 1.3323 0.771 -1.462 -0.080 0.244
H 1.7796 0.5519 -1.0901 1.527 2.487 0.193 0.235
H 0.5410 -0.2439 -1.8899 -0.363 -0.166 -0.467 0.201
H 2.0392 -1.1186 -1.6302 -0.963 1.008 0.804 0.293
H -1.3073 2.0246 0.0745 0.847 -1.093 -1.093 0.474
H -2.3814 0.9594 -0.6713 1.309 -0.045 0.961 0.463
H -0.8227 0.5393 -1.1538 -0.714 3.065 1.319 0.489
```
Forces are in eV/Å.

Output
HOMO level: -0.4682 Ha
frontier orbital gap: 0.3212 Ha
ΔE to the lowest compared entry with this formula, charge and spin: 89.52 kcal per mole
total energy: -13874.020 eV
spin multiplicity: 1
net charge: +1
molar mass: 198.0 u

Below is the ion C4H9IN3 with charge +1 in a non-equilibrium geometry, with properties calculated with ωB97M-V/def2-TZVPD.

```
17
Properties=species:S:1:pos:R:3:forces:R:3:nbo_charge:R:1
C 1.6909 -0.5700 0.2757 -2.376 0.962 -0.541 0.184
C -0.8044 0.1377 -0.7159 2.462 2.257 -1.696 0.571
C -0.1725 0.8135 1.4768 2.301 1.606 -0.634 -0.595
C 0.3914 0.5677 0.0409 2.313 -1.199 1.939 -0.346
N 1.4436 -1.7134 0.7056 0.185 0.263 -0.834 -0.664
N -1.4401 0.8882 -1.6099 -0.423 1.096 -1.663 -0.729
N -1.1552 -1.0697 -0.5407 -2.670 -2.486 -1.685 -0.696
I 3.6112 0.2903 -0.1319 -0.596 -0.254 0.057 0.184
H -0.6994 -0.0230 1.8458 -0.589 -0.921 0.353 0.219
H 0.7548 0.9386 2.0641 -0.808 0.245 0.302 0.245
H -0.7823 1.7208 1.4886 0.073 -0.171 0.201 0.236
H 1.0881 1.3169 -0.3512 -1.463 0.736 -0.168 0.269
H 2.2660 -2.3124 0.6706 0.024 -0.149 0.573 0.388
H -1.2523 1.8025 -2.1214 0.722 -1.612 1.829 0.463
H -2.1769 0.4341 -2.1296 -0.314 -0.201 0.257 0.407
H -0.9953 -1.6610 0.2103 1.547 -0.690 1.921 0.447
H -1.7675 -1.5608 -1.1779 -0.390 0.517 -0.213 0.415
```
Forces are in eV/Å.

Output
HOMO level: -0.4873 Ha
frontier orbital gap: 0.3544 Ha
ΔE to the lowest compared entry with this formula, charge and spin: 35.89 kcal per mole
total energy: -16857.422 eV
spin multiplicity: 1
net charge: +1
molar mass: 226.0 u

Q: Which of these has the lowest molar mass?
A: C4H9FN